DFT (the ωB97M-V functional and the def2-TZVPD basis) results for a gas-phase ion, C7H13N2S (charge +1).

Properties
Gap between HOMO and LUMO in Eh: 0.345
ΔE to the lowest compared entry with this formula, charge and spin in eV: 0.438
SMILES: C[C@H]([NH3+])[C@@H](N)c1cccs1
LUMO in eV: -2.9
Molar mass in g/mol: 157.26
HOMO in eV: -12.288

Geometry as ORCA input:
```
! RIJCOSX wB97M-V def2-TZVPD def2/J DEFGRID3
* xyz 1 1
C -0.90 -1.88 0.44
C -0.91 -0.38 0.27
N -2.22 0.13 -0.22
C 0.11 0.11 -0.81
N -0.43 1.39 -1.30
C 1.50 0.19 -0.26
C 1.97 1.01 0.72
C 3.34 0.81 0.98
C 3.89 -0.15 0.20
S 2.75 -0.84 -0.87
H -1.16 -2.38 -0.48
H 0.10 -2.21 0.73
H -1.59 -2.19 1.22
H -0.68 0.12 1.21
H -2.85 0.45 0.52
H -2.70 -0.56 -0.80
H -1.77 0.98 -0.86
H 0.10 -0.60 -1.64
H -0.05 2.17 -0.77
H -0.21 1.55 -2.28
H 1.37 1.74 1.25
H 3.89 1.37 1.72
H 4.90 -0.51 0.20
*
```